Entry 1:
46
Properties=species:S:1:pos:R:3:forces:R:3:mulliken_charge:R:1 method="wB97M-V/def2-TZVPD" e_tot_ev=-160615.8183 spin_multiplicity=1 homo_lumo_gap_ha="0.1933 / 0.1934" homo_energy_ev="-13.515 / -13.516" total_charge=+2 lumo_energy_ev="-8.26 / -8.25"
W -0.419 0.557 -0.554 0.015 -2.929 -1.150 0.945
O -0.278 -3.161 3.552 0.057 0.271 0.548 -0.598
C -0.390 -3.858 2.436 -0.014 -0.252 -0.726 0.369
C -0.296 -5.258 2.514 -0.027 0.347 0.128 -0.672
C -0.442 -6.039 1.391 -0.073 0.302 0.100 -0.425
C -0.703 -5.456 0.146 0.001 0.376 -0.274 -0.824
C -0.749 -4.087 0.034 0.037 -0.510 -0.120 -0.537
C -0.573 -3.263 1.158 0.016 0.379 0.101 0.304
C -0.549 -1.837 0.956 0.298 -0.178 2.751 1.082
O -0.565 -1.348 -0.264 -0.542 1.265 -1.346 -0.492
N -0.465 -0.960 1.939 -0.087 -1.850 0.411 -1.114
N -0.437 0.309 1.496 0.349 1.717 1.166 0.295
C -0.375 1.280 2.397 -0.224 -1.575 -0.584 0.211
C -0.437 2.663 2.104 -0.122 1.480 -0.871 0.709
C -0.391 3.599 3.157 -0.003 -0.563 -0.365 -0.934
C -0.496 4.948 2.915 -0.045 0.438 -0.255 -0.676
C -0.668 5.429 1.618 0.025 -0.253 0.487 -0.590
C -0.715 4.547 0.552 0.083 -0.949 -0.586 -0.507
C -0.594 3.176 0.776 0.200 1.685 2.724 0.441
O -0.583 2.285 -0.216 -0.201 1.202 -0.931 -0.285
H -0.391 -2.203 3.405 0.055 -0.216 -0.155 0.463
H -0.114 -5.691 3.485 0.002 -0.051 0.079 0.468
H -0.369 -7.112 1.469 0.000 -0.096 0.065 0.416
H -0.856 -6.077 -0.722 0.007 -0.054 -0.075 0.443
H -0.928 -3.614 -0.922 -0.024 -0.110 -0.041 0.447
H -0.301 0.992 3.441 -0.088 -0.204 -0.032 0.452
H -0.279 3.241 4.168 0.024 -0.072 0.147 0.427
H -0.448 5.645 3.735 -0.021 0.069 0.132 0.440
H -0.774 6.489 1.447 0.021 0.041 -0.059 0.442
H -0.835 4.901 -0.463 -0.035 0.036 -0.015 0.476
C -1.016 1.318 -4.015 -0.114 0.228 0.128 -0.984
Se -1.029 -0.282 -2.879 0.702 -0.382 -1.239 0.211
C 0.708 -1.137 -3.421 -0.185 0.084 0.130 -0.797
C 1.953 -0.357 -3.067 -0.133 0.069 0.111 -0.658
Se 2.003 0.126 -1.110 -0.060 0.560 -0.938 0.140
C 2.372 2.037 -1.391 0.138 0.362 0.119 -0.982
H -0.795 1.047 -5.047 0.059 -0.188 0.155 0.383
H -0.313 2.070 -3.654 -0.046 -0.132 -0.075 0.298
H -2.031 1.713 -3.976 0.088 -0.018 0.048 0.371
H 0.659 -1.304 -4.499 -0.088 0.036 0.088 0.536
H 0.698 -2.108 -2.917 -0.126 0.098 -0.095 0.362
H 2.040 0.576 -3.629 -0.009 -0.068 0.124 0.388
H 2.839 -0.968 -3.254 -0.056 0.104 0.126 0.481
H 3.324 2.156 -1.907 -0.046 -0.204 0.041 0.421
H 2.438 2.517 -0.413 -0.012 -0.116 -0.065 0.324
H 1.570 2.497 -1.976 0.202 -0.180 0.086 0.329



Entry 2:
54
Properties=species:S:1:pos:R:3:forces:R:3:mulliken_charge:R:1 method="wB97M-V/def2-TZVPD" e_tot_ev=-57289.7076 e_above_lowest_kcal_mol=20.5 spin_multiplicity=5 homo_lumo_gap_ha="0.2986 / 0.2280" homo_energy_ev="-12.417 / -12.422" total_charge=+1 lumo_energy_ev="-4.29 / -6.22"
Ru -0.073 -1.012 -0.353 -0.237 0.961 0.083 1.043
O 5.916 -1.347 -0.283 0.423 0.029 0.063 -0.502
C 4.596 -1.343 -0.335 -0.872 -0.029 -0.132 0.879
C 3.868 -1.429 -1.534 -0.251 0.014 0.140 -0.428
C 2.491 -1.423 -1.469 0.005 -0.023 -0.868 0.090
N 1.851 -1.323 -0.315 1.693 -0.263 0.012 0.266
C 2.510 -1.230 0.834 0.018 0.124 0.856 0.225
C 3.886 -1.243 0.880 -0.138 -0.033 -0.197 -0.690
C 1.542 -1.097 2.030 2.610 -0.384 0.457 0.276
O 1.940 -1.166 3.162 -0.308 0.064 -0.279 -0.616
O 0.314 -0.947 1.657 -1.927 0.240 -1.557 -0.720
C 1.510 -1.483 -2.665 3.178 -0.234 -0.585 0.246
O 1.927 -1.626 -3.782 -0.517 0.062 0.376 -0.601
O 0.286 -1.361 -2.287 -2.309 0.403 1.536 -0.631
H 6.340 -1.408 -1.153 -0.232 0.008 0.136 0.335
H 4.358 -1.471 -2.494 -0.018 -0.085 -0.160 0.506
H 4.416 -1.164 1.814 -0.037 -0.003 0.162 0.626
C -3.147 -2.861 -0.441 0.370 0.178 -0.056 -1.319
P -2.446 -1.179 -0.350 -1.890 -0.303 0.088 1.657
C -3.233 -0.309 -1.742 0.379 -0.002 0.040 -1.318
C -3.196 -0.479 1.154 0.353 0.021 -0.106 -1.102
H -4.232 -2.790 -0.525 0.004 0.030 -0.001 0.474
H -2.888 -3.419 0.456 0.014 -0.020 0.037 0.306
H -2.747 -3.379 -1.310 -0.012 -0.043 -0.033 0.386
H -4.314 -0.439 -1.673 0.028 -0.040 0.032 0.459
H -2.872 -0.725 -2.683 -0.029 -0.005 -0.006 0.384
H -2.981 0.749 -1.699 -0.013 -0.023 0.010 0.327
H -4.279 -0.568 1.093 -0.028 -0.076 -0.029 0.481
H -2.908 0.565 1.236 -0.057 -0.018 0.008 0.078
H -2.828 -1.011 2.030 -0.044 -0.058 0.048 0.316
O 0.970 1.199 -0.649 0.117 -0.918 -0.040 -0.550
C -0.072 1.784 -0.294 0.350 1.191 -0.079 0.719
O -1.136 1.157 -0.056 -0.502 -1.137 0.098 -0.646
C -0.105 3.268 -0.146 -0.049 -0.072 0.023 0.171
C -1.114 3.849 0.619 0.206 -0.074 -0.202 -0.348
C -1.183 5.223 0.728 0.081 0.266 0.001 -0.532
C -0.229 5.996 0.078 0.065 -1.067 -0.095 -0.027
C 0.789 5.426 -0.677 -0.060 0.363 0.041 -0.573
C 0.846 4.051 -0.792 -0.133 -0.194 0.090 -0.397
N -0.310 7.448 0.187 0.004 0.027 -0.011 1.017
O 0.541 8.091 -0.377 0.320 0.329 -0.199 -0.600
O -1.225 7.898 0.832 -0.341 0.293 0.253 -0.599
H -1.830 3.219 1.122 -0.076 0.012 0.016 0.405
H -1.959 5.702 1.302 -0.016 0.066 0.047 0.500
H 1.510 6.067 -1.165 -0.042 -0.017 0.010 0.495
H 1.603 3.567 -1.391 0.086 0.053 0.008 0.462
N -0.122 -5.553 0.977 0.064 -0.195 -0.010 -0.468
C -0.216 -4.213 1.043 -0.219 -0.297 0.134 0.548
N -0.751 -3.692 2.171 -0.162 0.278 0.230 -0.240
O 0.126 -3.514 0.080 -0.075 0.714 -0.392 -0.590
H -0.416 -6.151 1.728 0.025 -0.018 -0.023 0.160
H 0.211 -5.969 0.124 0.008 0.056 0.059 0.248
H -0.849 -4.244 3.007 0.021 -0.011 -0.062 0.226
H -0.692 -2.690 2.294 0.174 -0.138 0.027 0.189



Entry 3:
49
Properties=species:S:1:pos:R:3:forces:R:3:mulliken_charge:R:1 method="wB97M-V/def2-TZVPD" smiles="Cc1ccc(OCC(=O)N2CCN(S(=O)(=O)c3ccccc3)CC2)c([N+](=O)[O-])n1" e_tot_ev=-48067.8184 e_above_lowest_kcal_mol=102.0 spin_multiplicity=1 homo_lumo_gap_ha=0.3044 homo_energy_ev=-8.921 lumo_energy_ev=-0.64
C -7.284 -1.827 0.502 -0.097 0.014 0.016 -1.214
C -6.020 -1.052 0.343 0.016 0.370 0.040 0.392
C -5.970 0.338 0.510 0.195 -0.204 -0.068 -0.784
C -4.775 1.004 0.348 0.223 -0.067 -0.058 -0.310
C -3.615 0.291 0.008 -0.257 -0.543 0.025 1.091
O -2.400 0.827 -0.153 0.152 0.083 -0.022 -0.157
C -2.242 2.234 -0.106 -0.071 0.449 -0.118 -1.152
C -0.849 2.590 -0.650 -0.558 -0.035 0.196 0.777
O -0.754 3.326 -1.614 -0.170 0.154 -0.257 -0.689
N 0.211 2.093 0.005 0.321 -0.023 0.044 0.067
C 0.209 1.186 1.130 -0.074 -0.434 0.206 -0.672
C 0.758 -0.177 0.687 -0.468 0.000 0.550 -1.032
N 2.071 -0.033 0.099 0.926 -0.228 0.697 0.099
S 3.347 0.112 1.186 -0.070 -0.163 -0.392 1.449
O 3.012 -0.665 2.343 -0.100 -0.246 -0.095 -0.754
O 3.727 1.486 1.390 0.172 -0.124 -0.253 -0.691
C 4.632 -0.713 0.256 -0.333 0.366 0.227 -0.064
C 5.757 -0.022 -0.145 -0.010 0.190 0.087 -0.139
C 6.731 -0.684 -0.875 0.011 -0.047 -0.003 -0.614
C 6.565 -2.023 -1.191 0.059 0.064 -0.013 -0.334
C 5.430 -2.707 -0.781 -0.114 0.006 0.084 -0.637
C 4.454 -2.048 -0.052 0.021 -0.192 -0.024 -0.379
C 2.106 0.927 -0.982 0.125 0.562 -0.275 -0.942
C 1.539 2.285 -0.548 0.281 0.108 -0.372 -0.931
C -3.781 -1.100 -0.135 -1.019 0.986 0.294 -0.249
N -2.687 -1.981 -0.481 0.587 -0.772 -0.109 1.021
O -2.858 -3.166 -0.322 0.079 -0.188 0.028 -0.576
O -1.663 -1.483 -0.909 0.096 0.040 -0.253 -0.644
N -4.931 -1.722 0.032 0.357 -0.049 -0.110 -0.436
H -8.022 -1.500 -0.229 -0.112 -0.025 -0.029 0.308
H -7.078 -2.882 0.357 -0.040 -0.045 0.006 0.330
H -7.701 -1.672 1.495 -0.096 -0.033 0.064 0.319
H -6.864 0.884 0.768 -0.085 0.071 0.031 0.422
H -4.734 2.073 0.486 0.038 0.078 0.007 0.462
H -2.364 2.612 0.918 -0.024 -0.069 -0.067 0.524
H -2.964 2.730 -0.765 0.163 -0.071 0.102 0.602
H -0.789 1.067 1.544 0.038 0.051 0.023 0.447
H 0.874 1.597 1.900 -0.154 0.006 0.008 0.363
H 0.864 -0.838 1.547 -0.238 -0.023 -0.062 0.473
H 0.091 -0.628 -0.054 0.195 0.085 0.154 0.484
H 5.853 1.019 0.124 0.064 0.121 -0.010 0.478
H 7.617 -0.157 -1.195 0.062 0.050 -0.019 0.391
H 7.325 -2.538 -1.759 0.057 -0.041 -0.052 0.380
H 5.307 -3.750 -1.029 -0.026 -0.084 -0.010 0.391
H 3.560 -2.547 0.287 -0.103 -0.164 -0.020 0.403
H 3.144 1.037 -1.298 -0.055 0.067 -0.218 0.432
H 1.515 0.522 -1.809 0.093 0.007 0.021 0.455
H 1.457 2.963 -1.399 0.060 -0.080 0.129 0.460
H 2.189 2.715 0.218 -0.118 0.023 -0.133 0.382



Entry 4:
53
Properties=species:S:1:pos:R:3:forces:R:3:mulliken_charge:R:1 method="wB97M-V/def2-TZVPD" e_tot_ev=-70263.1487 spin_multiplicity=8 homo_lumo_gap_ha="0.1422 / 0.1456" homo_energy_ev="-6.700 / -6.701" lumo_energy_ev="-2.83 / -2.74"
C -4.283 0.882 -1.337 -0.278 0.417 0.374 -1.090
C -3.487 1.858 -0.418 -2.356 -0.961 -1.794 -0.219
P -1.741 2.139 -0.742 1.974 2.782 -0.799 -0.489
C -1.382 1.673 -2.521 -0.468 -0.428 0.737 -1.093
C -0.981 1.002 0.487 -1.953 -1.591 0.292 2.253
C -1.994 1.283 1.684 2.696 2.063 0.027 -0.459
O -2.541 0.393 2.365 -1.226 -1.754 0.257 -0.848
O -2.367 2.476 1.829 -0.920 0.152 0.577 -0.691
C -1.351 -0.410 -0.077 3.451 1.537 0.164 -0.680
O -2.401 -0.944 -0.182 -1.404 -0.726 -0.296 -0.593
O -0.153 -0.905 -0.505 -1.203 -0.774 -0.535 -0.450
C 0.751 -0.560 0.590 0.427 -0.706 0.711 1.436
B 0.112 -1.500 1.780 1.185 0.008 0.056 1.482
O -0.113 -1.082 3.049 -0.732 0.373 -0.148 -0.553
O -0.077 -2.803 1.361 -1.024 0.809 0.281 -0.566
C -1.212 -3.440 1.924 0.236 -1.518 0.034 -0.845
C 2.088 -1.230 0.406 0.866 0.409 -0.353 -1.226
C 2.449 -1.878 -0.762 -1.666 -0.002 -1.227 -0.381
C 3.639 -2.536 -0.945 -0.418 0.148 -0.321 -0.628
N 4.557 -2.565 -0.001 0.590 -0.657 -0.731 -0.672
C 4.216 -1.962 1.106 1.123 0.400 2.180 -0.642
C 3.053 -1.291 1.409 -0.944 0.208 -0.166 -0.478
C 0.584 0.968 0.684 -0.451 0.701 1.285 1.886
C 1.430 1.945 -0.197 -0.159 -0.438 -1.176 -1.024
C 2.207 1.381 -1.386 0.878 0.453 0.641 -0.998
O 1.463 0.568 -2.307 0.757 0.379 -0.128 -0.141
C 2.274 0.201 -3.333 -0.093 0.474 1.244 0.030
O 1.837 -0.165 -4.361 -0.509 -0.729 -1.497 -0.502
C 0.938 1.549 2.082 -0.190 2.885 2.524 -0.126
O 1.664 0.969 2.879 1.223 -2.515 -0.418 -0.657
O 0.558 2.729 2.369 -1.126 -0.675 -1.992 -0.793
H -3.693 0.063 -1.741 -0.059 0.139 0.162 0.257
H -4.735 1.450 -2.153 0.003 -0.163 0.015 0.373
H -5.115 0.435 -0.753 0.078 -0.052 -0.343 0.353
H -3.975 2.845 -0.513 0.123 -0.102 0.317 0.796
H -3.598 1.559 0.615 1.661 0.018 -3.088 -0.293
H -0.507 2.271 -2.783 0.075 -0.399 0.084 0.250
H -1.222 0.604 -2.679 0.122 0.200 -0.276 0.327
H -2.184 2.051 -3.169 -0.080 -0.174 0.302 0.569
H -1.000 -1.258 3.376 0.111 -0.182 0.228 0.260
H -1.289 -3.324 3.014 -0.013 0.261 -0.209 0.318
H -1.081 -4.519 1.767 -0.011 0.216 -0.006 0.302
H -2.145 -3.176 1.413 0.203 0.339 0.109 0.200
H 1.726 -1.898 -1.573 0.093 -0.046 0.074 0.597
H 3.804 -3.035 -1.895 0.290 -0.044 0.133 0.410
H 4.958 -1.996 1.905 0.024 -0.048 -0.129 0.417
H 2.874 -0.846 2.381 0.118 0.106 -0.102 0.600
H 0.843 2.800 -0.557 -0.291 -0.320 0.323 0.438
H 2.192 2.414 0.435 -0.148 -0.211 -0.051 0.479
H 3.085 0.832 -1.012 -0.340 -0.186 -0.113 0.555
H 2.629 2.233 -1.944 -0.229 -0.074 0.156 0.697
H 3.354 0.294 -3.117 -0.126 -0.012 0.090 0.450
Eu -4.659 1.456 2.055 0.108 0.009 2.519 1.401



Entry 5:
50
Properties=species:S:1:pos:R:3:forces:R:3:mulliken_charge:R:1 method="wB97M-V/def2-TZVPD" e_tot_ev=-141901.9619 e_above_lowest_kcal_mol=0.0 spin_multiplicity=2 homo_lumo_gap_ha="0.2880 / 0.3004" homo_energy_ev="-8.047 / -7.900" lumo_energy_ev="-0.21 / 0.28"
Cr -0.777 -0.619 0.523 -0.122 0.104 0.071 -0.534
N -4.064 1.264 -1.270 0.004 -0.011 -0.094 -0.459
C -3.146 0.345 -0.871 -0.016 0.024 -0.008 0.677
S -2.991 0.073 0.856 0.099 -0.036 -0.015 -0.449
N -2.457 -0.259 -1.795 -0.034 -0.014 0.034 -1.302
N -1.542 -1.135 -1.236 -0.013 -0.128 -0.214 1.244
C -1.365 -2.253 -1.837 0.019 0.117 0.139 -0.832
C -0.641 -3.348 -1.219 -0.013 0.004 -0.041 0.900
C -0.294 -4.457 -2.004 0.023 -0.019 0.026 -0.723
C 0.293 -5.576 -1.457 -0.021 0.039 -0.037 -0.602
C 0.522 -5.617 -0.081 0.007 -0.005 0.034 -0.572
C 0.172 -4.552 0.721 -0.025 0.032 -0.044 -0.343
C -0.410 -3.396 0.176 0.054 -0.041 0.055 0.415
O -0.707 -2.399 1.002 -0.058 -0.102 -0.024 -0.452
H -4.761 1.554 -0.611 -0.001 0.010 0.023 0.227
H -4.293 1.286 -2.251 -0.017 0.003 0.021 0.250
H -1.858 -2.410 -2.794 -0.019 -0.013 0.010 0.395
H -0.499 -4.415 -3.067 0.000 -0.011 -0.013 0.408
H 0.562 -6.416 -2.082 0.004 -0.009 -0.014 0.404
H 0.974 -6.494 0.366 0.000 -0.004 -0.001 0.383
H 0.333 -4.577 1.791 0.001 -0.002 0.005 0.471
N -0.227 -0.189 2.538 -0.051 -0.005 -0.011 -0.251
C 1.161 0.189 2.857 0.020 0.030 -0.013 -0.618
C 2.161 -0.716 2.146 -0.055 -0.016 -0.014 -0.467
C 2.333 -0.383 0.668 0.029 0.042 0.004 -0.538
N 1.236 -0.910 -0.159 -0.023 0.079 -0.014 -0.229
H -0.867 0.539 2.840 0.005 0.010 0.044 0.247
H -0.482 -1.038 3.033 -0.005 -0.016 0.000 0.344
H 1.326 0.168 3.938 0.006 -0.017 -0.030 0.434
H 1.296 1.220 2.524 0.031 -0.016 0.014 0.204
H 1.841 -1.758 2.249 0.044 -0.016 0.024 0.131
H 3.128 -0.635 2.644 0.004 0.065 -0.006 0.421
H 3.295 -0.755 0.304 -0.025 -0.031 0.023 0.426
H 2.344 0.701 0.535 0.037 -0.018 0.013 0.126
H 1.390 -1.895 -0.346 -0.016 -0.022 -0.009 0.383
H 1.230 -0.408 -1.053 -0.002 -0.008 0.008 0.249
Br 2.594 6.451 -2.159 0.004 0.011 0.000 -0.201
C 1.320 5.451 -1.173 0.004 -0.043 -0.014 -0.069
C 0.464 6.110 -0.306 0.010 0.037 0.000 -0.347
C -0.466 5.373 0.413 -0.010 0.009 0.016 -0.745
C -0.528 3.996 0.275 -0.001 -0.032 0.014 -0.467
C 0.335 3.350 -0.601 0.019 -0.042 -0.112 0.391
C 1.261 4.079 -1.337 -0.034 0.020 -0.015 -0.372
C 0.283 1.855 -0.783 0.022 -0.012 -0.215 0.330
O 0.849 1.321 -1.735 -0.017 0.129 0.157 -0.749
O -0.370 1.245 0.148 0.139 -0.070 0.214 0.054
H 0.522 7.184 -0.199 0.002 0.009 -0.002 0.406
H -1.145 5.883 1.083 -0.007 0.007 0.014 0.402
H -1.248 3.409 0.830 -0.008 -0.005 -0.002 0.435
H 1.912 3.565 -2.030 0.009 -0.013 -0.002 0.569